(1)
Computed, not measured: 8 unconnected molecules or ions with the total composition C38H39F16N7O3, with wB97M-V/def2-TZVPD.

## Properties
highest occupied orbital energy = -8.11 eV
structure (SMILES) = O=C(OCCC(F)(F)C(F)(F)C(F)(F)C(F)(F)F)OC(F)(F)C(F)(F)C(F)(F)F.c1cc[nH]c1.c1cc[nH]c1.c1cc[nH]c1.c1cc[nH]c1.c1cc[nH]c1.c1cc[nH]c1.c1cc[nH]c1
gap between HOMO and LUMO = 7.9 eV

Positions of all 103 atoms, in Å:
N  10.76046  6.43759  -1.98233
C  -3.99022  7.24889  2.86083
H  -3.01371  -0.83360  -5.62331
H  -9.95225  -5.75345  5.83196
H  -1.41009  -4.13240  0.65914
F  -5.83679  -2.60919  2.47297
C  2.88528  -2.04372  3.19399
C  0.88769  -1.06859  -2.53386
C  0.29916  -0.41284  -1.47990
H  -2.22548  -0.52532  -3.52631
C  -5.54604  0.31130  -7.18807
H  10.40519  7.37611  -1.89738
C  -0.94571  -3.33668  1.33431
N  6.28485  3.00438  1.42791
C  -3.43407  -2.90202  2.29933
H  -5.08889  -2.04250  -4.90294
N  -9.59096  -5.25396  5.03554
N  2.83027  -5.12659  -4.67704
C  7.64390  2.95361  1.58591
H  -4.87126  4.75334  4.85235
H  -4.04015  4.07050  2.58752
H  -2.13409  -1.46133  1.20826
H  1.91135  -1.41129  -2.57207
C  -10.13857  -5.26377  3.78037
O  -0.07987  -4.02872  2.27848
H  -7.15590  -0.96556  -6.29871
H  -11.03191  -5.83272  3.57096
N  -3.92555  -0.62624  -5.99756
H  1.07973  -3.23774  -6.67906
C  3.30449  -3.88758  -4.33715
H  12.33608  6.78026  -3.38114
C  -3.64544  0.60994  2.26686
C  5.90723  4.29036  1.14810
C  10.26716  5.34229  -1.32458
C  0.77280  -3.09219  2.96698
F  4.93663  -2.79266  2.00118
C  -4.19430  0.32523  -6.94532
F  -4.24522  1.87331  2.61834
C  -1.98469  -2.30668  1.98645
F  -4.83950  -1.80832  0.59023
F  5.06338  -0.98189  3.43118
C  -8.30567  -3.96163  3.77011
H  9.42863  5.43279  -0.65116
F  -3.73134  -4.11382  1.56498
H  10.87574  3.24094  -1.34376
H  8.13932  2.02276  1.81763
H  -7.90148  -4.31580  5.94209
H  -9.53005  -4.28058  1.92285
H  2.80189  -1.88866  -5.07170
F  3.28885  -3.06005  4.12989
C  1.88683  -4.99850  -5.66109
C  -6.11373  -0.68846  -6.35984
H  7.07131  6.12942  0.92080
C  8.14041  4.22027  1.39608
H  -7.51147  -3.30330  3.45163
F  -3.40651  -3.32303  3.68464
C  4.03315  -0.58313  1.22191
O  1.87113  -2.47696  2.29452
H  4.06371  -3.77488  -3.57776
H  1.39390  -5.86702  -6.07115
H  -1.62101  -1.78858  2.94071
F  4.19497  -1.22915  -0.02758
C  7.03942  5.06783  1.11899
C  -4.48576  6.83259  4.12113
F  5.10507  0.37883  1.29626
C  -4.66412  -1.90617  1.99341
H  0.69247  -0.11233  -0.51979
H  5.65956  2.21741  1.50629
F  2.52034  -0.87668  3.95105
H  3.12962  -5.99676  -4.26749
C  -3.76781  6.11747  2.11450
C  4.26223  -1.62324  2.42532
H  -1.66969  0.33184  -1.23745
O  0.43103  -2.84238  4.15636
N  -1.00103  -0.14619  -1.82024
H  -0.25630  -2.70682  0.64428
C  -8.47624  -4.45824  5.03937
H  -6.06855  0.94972  -7.88529
H  12.75141  4.10968  -3.10375
H  -3.39763  5.99055  1.10826
H  9.18087  4.50528  1.45192
C  -5.08973  -1.25265  -5.63905
C  -0.09377  -1.20720  -3.54566
C  2.64996  -2.95773  -5.10747
C  -1.24997  -0.63197  -3.07606
C  11.01689  4.25273  -1.69482
N  -4.10646  5.03322  2.87957
H  -3.81612  8.26404  2.53532
H  -3.40277  0.92909  -7.36296
F  -4.39474  -0.67552  4.19271
C  -9.35966  -4.47194  2.97225
F  -2.38007  0.62792  2.94436
F  -5.97868  0.02507  2.71572
C  -4.55022  5.46059  4.10249
H  0.03130  -1.67695  -4.51028
C  11.81124  6.05777  -2.77441
C  1.75100  -3.66174  -5.94647
F  -3.43823  0.66675  0.87355
F  2.83979  0.16151  1.29706
C  -4.64721  -0.52058  2.78546
H  4.86846  4.54053  0.99301
C  11.99601  4.70618  -2.61351
H  -4.76558  7.46637  4.94981

---

(2)
Computed, not measured: a molecular structure, C29H49Cl3CoN3O3Si, with wB97M-V/def2-TZVPD.

## Properties
energy relative to the best compared isomer or geometry (same formula, charge and spin) = 0.0 kJ/mol
highest occupied orbital energy (alpha / beta) = -7.45 / -7.32 eV
gap between HOMO and LUMO (alpha / beta) = 7.5 / 6.2 eV
multiplicity = 5

Positions of all 89 atoms, in Å:
H  1.65479  -0.89472  -3.28543
C  -0.04483  -0.17747  2.07382
C  0.06279  -4.62861  -4.20721
Si  0.18156  3.14629  -3.38235
C  -1.10631  -1.94422  -3.77867
H  2.24824  0.62267  -2.54661
H  -2.03920  -2.10368  -1.18010
H  1.36175  -3.72111  -0.64320
H  -1.04943  1.63120  4.78200
C  1.37197  -1.51709  4.07809
C  3.16704  -0.59782  -0.47098
C  -0.39226  3.18777  0.79080
C  -0.94433  -2.26195  -1.23075
C  0.50324  -0.47888  4.40316
C  -0.66801  -3.24032  -0.07175
H  1.96914  2.84737  1.51644
H  -3.44582  2.48717  3.01148
H  0.93486  -5.29334  -4.17801
O  0.05445  2.01435  0.66805
H  2.36369  4.61237  1.61075
C  1.63648  3.83567  1.85508
H  -3.50975  2.29306  4.80157
H  3.56196  -1.35575  0.25777
C  2.53146  -0.38897  -2.84968
H  4.05714  -2.85552  -1.15374
C  -1.19999  1.24791  3.76577
C  -0.68491  -2.81998  -2.63455
C  -2.77913  -0.32302  4.80508
H  2.47556  3.02400  -2.29529
O  2.93283  0.57339  -0.17638
H  -0.24197  -1.75704  -4.43406
N  -2.60827  0.69666  3.74193
C  -0.18675  -4.69003  2.27197
H  -2.07206  3.82635  -2.61145
H  0.37237  -0.18063  5.44799
H  0.73643  6.24097  1.15188
H  1.85772  -2.10145  4.86391
C  -0.09918  5.55296  1.32314
H  -1.86555  -2.43789  -4.40658
C  0.75620  -4.68397  1.23341
H  -0.85968  4.21310  -1.36938
H  0.16309  -4.68177  -2.03788
H  4.14409  -2.42202  -2.91418
C  0.57098  -3.85454  0.10900
H  -2.74568  0.19310  2.81024
C  0.89611  -1.10926  1.74834
H  2.31378  -2.59248  2.46216
C  1.59549  -1.81899  2.73699
C  3.49628  -2.47945  -2.02193
Cl  -2.89996  -0.80722  1.16714
O  -0.27513  -1.09659  -1.09580
C  -1.69665  -3.47952  0.84013
H  -0.89135  5.72923  0.58084
Co  -1.23865  0.56039  0.29185
H  -0.49599  5.76034  2.32922
C  -0.12639  -4.01955  -2.85838
H  2.05727  4.64628  -2.91438
H  1.05990  -1.33643  0.70475
H  -4.61722  1.34107  3.75250
H  0.21467  -3.87906  -4.99799
H  -2.13836  -3.95153  2.90420
H  -1.05479  5.30640  -2.78007
H  2.58203  3.37454  -4.04111
H  -1.07344  2.60206  -5.52070
H  -2.26390  -1.24305  4.52517
H  2.66204  -3.16524  -2.24337
C  -0.14593  3.12507  -5.24622
H  -1.18561  2.09168  3.06869
N  2.97156  -1.16115  -1.70512
H  3.33400  -0.36901  -3.60917
H  1.68047  -5.26728  1.32575
H  0.04366  -5.17523  3.22993
H  -1.50385  -0.97351  -3.46222
H  -2.36999  0.06740  5.73813
H  -3.84178  -0.53235  4.92669
C  2.00172  3.56641  -3.12490
H  -0.24789  4.17225  -5.58041
Cl  -0.25644  1.30342  -2.38727
Cl  -3.00067  2.07181  -0.13963
N  0.38386  4.18021  1.20287
C  -1.06368  4.24820  -2.45771
C  -1.41404  -4.04321  2.08976
H  -0.79028  -5.26916  -4.48350
H  -1.45638  3.42995  0.59626
C  -0.22215  0.18844  3.38739
H  1.50211  3.84700  2.94826
H  0.67346  2.67521  -5.83262
H  -2.70506  -3.13862  0.59585
C  -3.61957  1.78594  3.83454

---

(3)
Computed, not measured: a molecular structure, C44H36Cl2FN6O2Ti, with wB97M-V/def2-TZVPD.

## Properties
energy relative to the best compared isomer or geometry (same formula, charge and spin) = 39.7 kJ/mol
total charge = +1
highest occupied orbital energy = -9.85 eV
gap between HOMO and LUMO = 6.3 eV

Positions of all 92 atoms, in Å:
C  1.96629  1.38294  -2.48671
C  1.33156  -3.49888  -0.09048
H  -5.51466  -0.09534  1.31376
H  2.94548  -6.49642  0.27285
H  -0.05440  4.81042  -2.41405
C  -4.83766  -3.33938  -2.00208
N  1.40195  -2.19256  0.22652
N  -1.11015  1.32901  -0.27069
C  1.74787  -0.01534  -2.42901
C  -4.83865  -0.70316  0.73912
Ti  -0.42570  -1.09306  -0.16372
C  4.16776  -0.36057  -2.58725
C  4.35544  1.01329  -2.58536
H  -5.90516  -3.41185  -2.28700
H  4.38554  -4.53017  1.05098
H  3.09561  7.82097  0.72658
H  -1.78865  -4.68490  -2.84888
C  -0.05507  -5.37439  -0.95891
C  -1.06884  -3.40276  4.91760
H  -0.37743  0.08851  -2.55117
C  -3.91495  -4.18172  -2.61134
H  -1.90370  -5.22386  4.06191
Cl  -0.34486  -1.45942  7.20344
C  -2.51314  3.16834  -1.00098
H  -1.72577  5.17573  -0.83735
C  -3.43809  -0.58484  0.88428
N  -2.59359  -1.25461  0.09088
H  -2.97423  1.05307  -1.09091
C  -1.43810  -3.76998  2.59615
C  3.53520  -2.51002  1.32391
C  2.44510  -1.68568  0.96296
C  0.27089  0.08956  5.22845
C  -0.51531  -1.69092  3.21001
C  3.51418  -3.85093  0.88619
C  -0.60062  -2.10654  4.58359
H  -6.44210  -1.67665  -0.40573
H  -0.65519  7.20920  -1.26231
Cl  1.05085  2.03514  3.55645
N  -0.92433  -2.55242  2.25047
H  -3.48850  3.47359  -1.37273
C  -0.30085  3.57707  -0.24113
H  0.90320  -7.32057  -0.70272
C  -5.37400  -1.56665  -0.23346
C  3.25754  1.89169  -2.56997
H  1.44761  8.08665  0.08431
N  -0.84766  -3.03991  -0.85832
C  -2.24463  1.80119  -0.81958
H  0.31237  -1.56718  -2.66122
C  2.42855  6.24236  -0.56602
C  -0.18400  -1.18608  5.55178
H  5.04868  -1.03260  -2.53457
H  2.67536  -1.93132  -2.62000
C  2.18044  -5.76935  -0.02305
C  2.15864  7.33751  0.46260
C  2.39477  -4.37924  0.21901
H  -0.98266  6.92064  -2.97405
C  -1.53012  4.09584  -0.68103
H  -1.09791  -3.70078  5.97297
H  2.35919  -0.64377  1.23311
N  1.23539  5.40059  -0.88201
C  -3.10390  -2.24530  -0.75278
H  -3.01356  0.08753  1.63357
H  3.38976  2.96281  -2.62344
C  0.45255  0.47559  3.89969
O  1.79008  3.99775  0.81882
C  -2.13720  -3.20967  -1.27012
F  5.61193  1.54995  -2.40302
C  -1.48945  -4.23838  3.90421
H  2.73762  6.68984  -1.50763
C  -4.49271  -2.34371  -1.03250
H  -0.95726  -5.80372  -1.41594
C  -0.19940  6.96174  -2.22149
O  0.12466  -0.10753  1.55148
C  0.97065  4.32826  -0.07602
C  -2.53932  -4.16293  -2.24228
H  1.11102  2.05744  -2.53612
H  4.37538  -2.11093  1.89888
C  0.03986  -0.41895  2.84378
H  0.75427  1.84096  0.48962
C  0.39924  -0.58269  -2.15029
C  -0.14030  2.18936  0.00392
H  0.45585  7.77941  -2.48608
H  1.35067  5.70814  -2.95960
C  0.09432  -3.99592  -0.65975
H  1.72167  6.88408  1.36532
C  0.58231  5.65641  -2.18305
H  -4.30963  -4.90041  -3.32776
C  1.01158  -6.24606  -0.59612
H  0.48352  0.74023  6.05962
H  -1.78217  -4.38300  1.80573
H  3.22856  5.57841  -0.29122
C  2.87460  -0.85824  -2.52558

---

(4)
Computed, not measured: a molecular structure, C5H3O3V, with wB97M-V/def2-TZVPD.

## Properties
energy relative to the best compared isomer or geometry (same formula, charge and spin) = 4.9 kJ/mol
total charge = +2
highest occupied orbital energy (alpha / beta) = -17.46 / -16.97 eV
gap between HOMO and LUMO (alpha / beta) = 6.9 / 6.9 eV
multiplicity = 5

Positions of all 12 atoms, in Å:
O  -0.16144  3.36337  0.58431
O  -0.09527  -2.18631  2.75884
C  -0.02816  -1.29698  -0.97471
H  -0.91905  -1.21865  -1.62566
O  -0.36614  1.07552  -0.52461
C  -0.13642  -1.95254  1.61405
V  -0.74901  2.72551  -1.27376
C  -0.42446  -1.59062  0.40748
H  1.47750  0.27993  -0.42778
H  0.78952  -1.90942  -1.37529
C  0.20430  2.64248  1.41424
C  0.40864  0.06772  -0.57712

---

| no. | maximum force (eV/Å) |
| --- | --- |
| 1 | 6.0 |
| 2 | 2.9 |
| 3 | 3.2 |
| 4 | 2.6 |